Below is a structure of composition C56H154F6N14NaO14P at a distorted geometry, with properties calculated with ωB97M-V/def2-TZVPD.

Last column: Mulliken charge in e.
Cartesian coordinates (Å):
Na 2.13420 2.73964 -1.61151  0.38
P -0.10624 0.48548 -0.40361  1.35
F -1.69271 0.33200 -0.11106  -0.41
F -0.21918 -0.92234 -1.29745  -0.46
F -0.16053 1.38241 -1.71791  -0.07
F 1.56600 0.19096 -0.61602  -0.54
F 0.14669 1.89385 0.43804  -0.29
F 0.02244 -0.46211 0.91244  -0.56
C -0.62645 1.16992 4.91288  -1.72
C -1.72821 2.04753 4.29390  0.67
C -1.49786 3.59765 4.45645  -0.43
O -1.07403 3.84542 5.78177  -0.35
C -0.60489 5.17941 6.03581  -0.81
N -1.79007 1.73809 2.90672  1.22
H -1.01590 0.15411 4.98052  0.37
H -0.52561 1.52403 5.93881  0.54
H 0.31280 1.24655 4.36511  0.21
H -2.68093 1.79636 4.76012  0.20
H -2.45084 4.12423 4.40504  0.27
H -0.86627 3.99076 3.65981  0.21
H -0.15882 5.73271 5.20938  0.28
H 0.07760 5.32626 6.87292  0.29
H -1.53500 5.68830 6.28883  0.33
H -0.98373 2.09545 2.41456  -0.40
H -1.72456 0.75482 2.68539  -0.83
C 6.17337 -3.02037 -1.40031  -1.38
C 6.95987 -1.89393 -2.05852  1.23
C 7.19359 -0.63954 -1.16576  0.66
O 8.08045 0.13914 -1.92748  -0.52
C 7.52679 1.15006 -2.74313  -0.42
N 8.21496 -2.45249 -2.49617  -0.85
H 6.61490 -3.24811 -0.43012  0.41
H 6.27699 -3.96491 -1.93436  0.40
H 5.12524 -2.73590 -1.30759  0.08
H 6.45885 -1.66988 -3.00026  -0.15
H 7.85700 -0.75042 -0.30804  -0.09
H 6.30608 -0.17298 -0.73827  -0.47
H 8.29841 1.54224 -3.40563  0.34
H 7.36634 2.14953 -2.33887  0.14
H 6.69440 0.74882 -3.32126  0.17
H 8.67969 -2.93876 -1.74273  0.28
H 8.78483 -1.63288 -2.64979  0.32
C 3.06029 -0.15089 -5.15954  -1.20
C 3.03366 1.11507 -4.24513  0.96
C 2.93030 2.35546 -5.14880  -1.23
O 2.74795 3.56738 -4.43069  0.02
C 2.88265 4.70080 -5.26000  -0.82
N 1.80998 0.98631 -3.40349  0.40
H 3.72115 -0.91856 -4.75700  0.10
H 3.55213 -0.00901 -6.12186  0.53
H 2.13746 -0.72569 -5.23751  0.16
H 3.97783 1.13352 -3.70080  -0.03
H 2.19182 2.17473 -5.92988  0.37
H 3.92541 2.47647 -5.57682  0.44
H 3.80290 4.95960 -5.78370  0.30
H 2.73613 5.50805 -4.54238  0.15
H 2.03568 4.74883 -5.94443  0.33
H 1.92127 0.26577 -2.70455  -0.43
H 1.02423 0.72291 -3.98082  0.24
C 4.16517 -2.67654 8.22722  -1.25
C 4.30800 -3.75515 7.15833  0.38
C 3.51419 -3.45477 5.85314  -0.61
O 3.77654 -4.51241 4.90906  -0.42
C 3.27189 -4.52186 3.60190  -0.46
N 5.72042 -3.64194 6.67706  -0.59
H 3.09754 -2.59380 8.43073  0.37
H 4.43457 -1.68198 7.87168  0.21
H 4.53694 -2.98675 9.20377  0.37
H 3.94094 -4.76282 7.35314  0.36
H 3.84691 -2.56065 5.32592  0.09
H 2.45961 -3.33639 6.10203  0.43
H 2.78964 -3.56513 3.40141  0.23
H 2.53775 -5.30995 3.43441  0.08
H 4.17245 -4.57808 2.99039  0.32
H 5.68453 -3.92297 5.70761  0.24
H 6.28578 -4.37560 7.07982  0.25
C -4.86782 3.58400 2.50844  -1.20
C -5.57460 3.44916 1.17613  1.74
C -7.04495 3.82656 1.13983  -1.04
O -7.74498 2.97592 2.15153  -0.27
C -8.89446 3.65832 2.60560  -0.87
N -4.92389 4.34462 0.25683  -0.84
H -4.75351 4.58594 2.92213  0.47
H -3.82271 3.28642 2.42304  -0.26
H -5.35267 2.82388 3.12100  0.27
H -5.43198 2.41650 0.85773  -0.44
H -7.60432 3.53943 0.24946  0.39
H -7.17331 4.85235 1.48536  0.51
H -8.66604 4.42025 3.35085  0.32
H -9.55537 2.86915 2.96409  0.24
H -9.51218 4.11871 1.83453  0.33
H -5.34935 4.34439 -0.65918  0.30
H -3.97291 4.10512 0.01520  0.22
C -0.51623 5.03600 -1.86023  -1.38
C 0.60679 6.01012 -1.86319  0.34
C 0.39702 7.30309 -0.94922  -0.92
O 1.47801 8.18743 -1.18287  -0.32
C 1.47911 9.12359 -0.13625  -0.88
N 1.77227 5.30350 -1.27440  0.26
H -1.38284 5.45608 -2.37075  0.54
H -0.75433 4.45953 -0.96632  0.13
H -0.20215 4.32135 -2.62096  0.15
H 0.82708 6.31852 -2.88517  0.44
H 0.17138 7.05850 0.08874  0.41
H -0.47245 7.88407 -1.25682  0.48
H 2.08825 10.01450 -0.28901  0.31
H 1.78046 8.69358 0.81893  0.31
H 0.61222 9.69398 0.19729  0.35
H 1.69703 5.36312 -0.26897  -0.47
H 2.58432 5.87601 -1.45581  0.26
C -2.94718 -1.70787 2.92178  -0.85
C -4.25288 -1.03818 2.42314  1.04
C -5.02768 -0.46906 3.60974  -0.64
O -5.41893 -1.50266 4.55029  -0.38
C -6.51965 -1.08298 5.33110  -0.83
N -4.02131 0.08855 1.49324  0.76
H -3.20541 -2.25180 3.83039  0.62
H -2.15395 -0.97851 3.08581  -0.24
H -2.59722 -2.40967 2.16474  0.05
H -4.82530 -1.76720 1.84959  0.16
H -6.01367 -0.13757 3.28411  0.54
H -4.52526 0.36606 4.09787  0.01
H -7.40369 -1.09228 4.69354  0.32
H -6.46244 -0.05061 5.67612  0.31
H -6.59682 -1.65986 6.25271  0.29
H -3.35975 -0.15908 0.77135  -0.26
H -3.71699 0.97936 1.85924  -0.43
C -7.18887 3.63182 -4.85178  -1.70
C -6.87007 2.43805 -3.97194  0.65
C -6.83633 1.20386 -4.84956  -0.71
O -5.96160 1.39966 -5.93629  -0.24
C -6.27544 0.75272 -7.11581  -0.87
N -5.51489 2.51616 -3.34053  -0.68
H -7.21642 4.41609 -4.09530  0.42
H -8.12823 3.66311 -5.40379  0.40
H -6.42338 3.92587 -5.56987  0.28
H -7.70132 2.17235 -3.31885  0.44
H -7.83693 0.85521 -5.10516  0.75
H -6.39487 0.36460 -4.31210  -0.19
H -5.86289 1.36660 -7.91646  0.27
H -7.34900 0.59987 -7.22642  0.38
H -5.85124 -0.25045 -7.15820  0.21
H -4.81998 2.24924 -4.02314  0.24
H -5.42398 1.68624 -2.77214  0.39
C 5.53276 0.51328 4.89881  -1.58
C 6.40202 -0.55730 4.34153  1.58
C 6.89179 -0.34542 2.92948  -1.30
O 5.79381 -0.30022 1.96384  0.33
C 5.01309 -1.44872 1.91002  -0.56
N 7.59328 -0.68990 5.08687  -0.74
H 6.05830 1.46186 5.00873  0.44
H 5.22806 0.37298 5.93591  0.43
H 4.68086 0.68227 4.24017  0.12
H 5.83323 -1.48031 4.45393  -0.46
H 7.62031 -1.15084 2.83646  0.34
H 7.48333 0.56975 2.90412  0.30
H 4.35085 -1.33795 1.05138  0.17
H 4.41108 -1.66065 2.79364  0.05
H 5.73465 -2.23035 1.67231  0.20
H 7.97372 -1.61841 4.97187  0.28
H 7.35223 -0.75790 6.06533  0.32
C 0.07650 -8.12443 3.65296  -1.70
C -0.13154 -7.20204 2.50594  0.58
C -0.55679 -5.80025 2.98279  -0.91
O -0.39291 -4.90181 1.89497  0.00
C -1.26982 -5.14040 0.86429  -0.27
N 1.07879 -7.09952 1.70595  -0.48
H 0.42035 -9.12001 3.37246  0.42
H -0.88542 -8.19692 4.16047  0.40
H 0.88797 -7.85677 4.32970  0.31
H -0.91734 -7.49210 1.80847  0.36
H 0.16828 -5.53977 3.75385  0.27
H -1.55309 -5.75726 3.42283  0.40
H -1.13272 -6.10821 0.38195  0.02
H -0.98591 -4.36123 0.15691  -0.10
H -2.35250 -5.06842 0.96781  0.39
H 1.88709 -7.22927 2.29748  0.31
H 1.04540 -6.15427 1.35171  0.03
C 5.25926 3.63612 -0.90473  -1.07
C 4.87949 2.59538 0.20857  0.88
C 4.32343 3.23084 1.47143  -1.15
O 3.05683 3.60549 1.00472  0.45
C 2.44638 4.41150 1.98758  -1.23
N 4.03627 1.60355 -0.42459  1.31
H 4.34579 4.20634 -1.07359  -0.14
H 5.35132 3.22358 -1.90944  0.03
H 5.90306 4.44956 -0.57015  0.52
H 5.81369 2.13916 0.53602  0.23
H 4.99434 4.06414 1.68025  0.42
H 4.40342 2.58957 2.34920  0.33
H 2.21631 3.77177 2.83957  0.38
H 1.51875 4.85913 1.63087  0.09
H 3.02202 5.31315 2.19682  0.35
H 4.68812 0.90678 -0.75582  -0.95
H 3.37958 1.05358 0.11057  -0.17
C -1.91911 1.25971 -5.36895  -1.92
C -1.93979 -0.05359 -4.64386  2.41
C -2.27183 -1.22642 -5.60616  -0.80
O -2.19734 -2.41484 -4.82172  -0.14
C -3.13190 -3.47916 -5.20467  -0.89
N -0.63332 -0.16946 -4.05594  -0.02
H -2.91519 1.52621 -5.72238  0.46
H -1.19944 1.30575 -6.18630  0.37
H -1.61050 2.07463 -4.71415  0.26
H -2.62585 0.10361 -3.81157  -0.85
H -1.46909 -1.31897 -6.33769  0.41
H -3.17313 -1.09015 -6.20383  0.15
H -2.77018 -3.98057 -6.10235  0.35
H -4.16471 -3.18488 -5.39122  0.32
H -3.12712 -4.18003 -4.36989  0.21
H -0.65266 -0.93417 -3.39643  -0.46
H -0.58334 0.57664 -3.37703  -0.20
C -3.67799 -2.22621 -1.47079  -1.31
C -4.54295 -1.44975 -2.46826  1.38
C -5.93451 -2.18087 -2.48402  -0.80
O -5.79038 -3.53672 -3.00516  -0.18
C -6.91389 -4.36098 -2.66548  -0.89
N -4.51112 -0.09298 -1.90303  -0.16
H -3.35337 -3.16873 -1.91167  0.39
H -4.30171 -2.48354 -0.61471  0.09
H -2.70273 -1.80936 -1.21935  0.27
H -4.03689 -1.46693 -3.43351  -0.57
H -6.56271 -1.52595 -3.08779  0.35
H -6.39158 -2.32282 -1.50471  0.54
H -6.77481 -4.76610 -1.66317  0.32
H -7.14766 -5.20441 -3.31515  0.24
H -7.82704 -3.76727 -2.62337  0.34
H -3.52200 -0.03329 -1.70764  -0.28
H -4.85141 -0.22582 -0.96140  0.09
C 2.49807 -3.03635 -2.95391  -0.89
C 1.56196 -3.92241 -2.15630  1.14
C 1.53600 -5.37058 -2.65983  -0.93
O 0.53215 -5.89512 -1.80403  -0.13
C 0.28014 -7.32067 -1.95224  -0.88
N 1.74907 -3.68510 -0.77003  -0.44
H 2.44689 -1.97545 -2.70902  -0.20
H 2.33496 -3.11652 -4.02866  0.49
H 3.49788 -3.27595 -2.59187  -0.02
H 0.54239 -3.55872 -2.28400  -0.19
H 2.50293 -5.83566 -2.46783  0.53
H 1.08509 -5.43145 -3.65031  0.37
H 1.16049 -7.89278 -2.24510  0.35
H -0.56227 -7.36256 -2.64266  0.34
H -0.14198 -7.76655 -1.05164  0.16
H 1.49298 -4.57920 -0.37621  0.12
H 1.05200 -3.05297 -0.40312  0.13

For the calculated total energy, the calculation gives -5148.60511 Ha. As for the HOMO energy: -8.226 eV. The LUMO energy is 0.00 eV. The gap between HOMO and LUMO is 8.22 eV.